No. 1
# C2H2ClO2P

A 2-piece molecular cluster, C2H2ClO2P overall (ωB97M-V with the def2-TZVPD basis set, OMol25).

Each line ends with the Löwdin charge.
CARTESIAN COORDINATES (ANGSTROEM)
C: -1.029 0.302 -0.365  -0.30
C: -2.259 0.092 -0.089  0.00
O: 0.110 0.490 -0.500  0.06
O: 2.781 0.750 1.073  -0.54
P: 2.821 0.346 -0.304  0.47
Cl: 3.113 -1.688 -0.126  0.12
H: -2.388 -0.254 1.024  0.12
H: -3.150 -0.038 -0.712  0.07

Results
SMILES = C=C=O.O=PCl
strongest force on any atom = 3.9 eV/A
HOMO energy = -0.364 Eh
ΔE to the lowest compared entry with this formula, charge and spin = 30.6 kcal per mole

No. 2
# C10H17N3

One molecule with the formula C10H17N3 (ωB97M-V with the def2-TZVPD basis set, OMol25).

Each line ends with the Löwdin charge.
CARTESIAN COORDINATES (ANGSTROEM)
C: -0.865 2.496 -0.112  -0.20
C: -1.937 0.503 -0.228  -0.04
C: 0.257 0.531 -0.130  -0.01
C: -2.904 -0.497 -0.077  -0.45
C: -4.354 0.084 0.257  -0.03
C: 1.280 -0.802 1.528  -0.06
C: 2.675 -0.347 -0.443  -0.08
C: 0.612 -1.738 -0.941  -0.04
C: 1.472 2.762 0.189  0.00
C: 1.173 -0.579 -0.004  -0.56
N: -1.935 1.750 -0.134  0.03
N: -2.777 -1.704 -0.356  0.10
N: 0.341 1.807 -0.002  -0.10
H: -0.891 3.591 -0.343  0.12
H: -5.036 -0.702 0.501  0.05
H: -4.746 0.598 -0.688  0.10
H: -4.237 0.948 0.952  0.07
H: 1.741 -1.756 1.726  0.07
H: 1.851 -0.068 2.111  0.08
H: 0.205 -0.895 1.953  0.11
H: 3.355 -1.240 -0.181  0.10
H: 2.569 -0.228 -1.650  0.13
H: 3.179 0.502 0.097  0.06
H: 0.495 -1.384 -1.959  0.07
H: 1.354 -2.619 -1.055  0.11
H: -0.342 -2.053 -0.629  0.02
H: 2.384 2.295 -0.159  0.06
H: 1.333 3.786 -0.065  0.07
H: 1.579 2.831 1.398  0.15
H: -3.658 -2.288 -0.086  0.09

Results
strongest force on any atom = 5.2 eV/A
HOMO energy = -0.251 Eh
ΔE to the lowest compared entry with this formula, charge and spin = 112.5 kcal per mole

No. 3
# C25H32AuN3O4P2

C25H32AuN3O4P2 as an isolated structure (ωB97M-V with the def2-TZVPD basis set, OMol25).

Each line ends with the Löwdin charge.
CARTESIAN COORDINATES (ANGSTROEM)
Au: 0.315 1.962 0.632  0.90
O: 2.915 5.520 0.803  0.20
C: 2.292 4.403 0.573  -0.45
O: 1.356 4.003 1.252  0.00
C: 2.780 3.641 -0.611  -0.18
C: 3.905 3.951 -1.367  0.05
C: 4.188 3.167 -2.483  0.02
C: 3.355 2.107 -2.810  0.06
C: 2.269 1.869 -1.976  -0.16
N: 2.011 2.600 -0.922  0.07
C: 1.311 0.653 -2.256  -0.60
O: 1.624 -0.074 -3.168  0.13
O: 0.374 0.570 -1.430  -0.09
H: 2.558 6.009 1.569  0.17
H: 4.541 4.775 -1.087  0.13
H: 5.047 3.382 -3.102  0.13
H: 3.514 1.465 -3.662  0.14
C: 2.677 -0.339 0.625  -0.18
P: 1.027 -0.374 1.415  1.09
C: -0.032 -1.262 0.237  -0.45
N: 0.357 -2.402 -0.226  0.14
C: -0.414 -3.152 -1.014  -0.17
C: -0.030 -4.434 -1.431  0.02
C: -0.903 -5.201 -2.159  -0.02
C: -2.173 -4.708 -2.511  -0.02
C: -2.581 -3.457 -2.123  0.02
C: -1.725 -2.651 -1.358  -0.17
N: -2.088 -1.452 -0.894  0.16
C: -1.320 -0.752 -0.131  -0.40
P: -1.759 0.929 0.401  1.01
C: -2.481 0.649 2.046  -0.19
C: -3.048 1.671 -0.734  -0.67
C: -4.269 0.760 -0.714  -0.06
C: -3.338 3.056 -0.156  -0.08
C: -2.449 1.774 -2.131  -0.07
C: 1.180 -1.737 2.790  -0.65
C: -0.212 -2.206 3.190  -0.08
C: 1.896 -1.077 3.958  -0.08
C: 1.988 -2.899 2.218  -0.07
H: 3.331 -1.079 1.082  0.06
H: 3.110 0.653 0.772  0.05
H: 2.580 -0.540 -0.441  0.06
H: 0.948 -4.795 -1.147  0.12
H: -0.614 -6.195 -2.463  0.12
H: -2.837 -5.333 -3.089  0.12
H: -3.552 -3.063 -2.377  0.12
H: -3.282 -0.090 2.003  0.08
H: -2.865 1.587 2.445  0.06
H: -1.683 0.296 2.702  0.02
H: -4.750 0.736 0.262  0.09
H: -3.998 -0.252 -1.014  0.07
H: -4.997 1.134 -1.432  0.11
H: -3.855 2.997 0.801  0.08
H: -3.978 3.606 -0.843  0.11
H: -2.416 3.629 -0.026  0.08
H: -2.219 0.788 -2.532  0.09
H: -1.534 2.366 -2.123  0.08
H: -3.164 2.255 -2.800  0.11
H: -0.820 -1.392 3.577  0.07
H: -0.110 -2.936 3.991  0.11
H: -0.736 -2.690 2.367  0.09
H: 1.231 -0.420 4.512  0.09
H: 2.766 -0.506 3.632  0.08
H: 2.244 -1.855 4.634  0.10
H: 1.775 -3.069 1.160  0.06
H: 1.711 -3.810 2.745  0.11
H: 3.057 -2.760 2.353  0.09

Results
total charge = +2
strongest force on any atom = 3.6 eV/A
HOMO energy (alpha / beta) = -0.529 / -0.529 Eh

No. 4
# C5H10O2Tb

C5H10O2Tb as an isolated structure (ωB97M-V with the def2-TZVPD basis set, OMol25).

Each line ends with the Löwdin charge.
CARTESIAN COORDINATES (ANGSTROEM)
C: 0.571 -2.542 1.422  -0.04
O: 0.796 -1.213 0.999  -0.43
C: 0.150 -0.163 1.789  -0.25
C: 0.634 1.153 1.249  -0.19
H: 1.107 -3.205 0.736  0.11
H: 0.957 -2.666 2.445  0.12
H: -0.504 -2.777 1.406  0.12
H: 0.472 -0.331 2.829  0.15
H: 1.373 1.637 1.903  0.09
H: -0.194 1.846 1.044  0.08
C: -1.253 2.022 -2.547  0.22
C: -0.839 0.728 -2.983  -0.22
O: 0.263 0.240 -2.626  -0.21
Tb: 1.511 0.229 -0.689  1.91
H: -1.973 2.592 -3.134  0.11
H: -0.794 2.452 -1.652  0.08
H: -1.295 0.336 -3.906  0.16
H: -0.982 -0.337 1.715  0.17

Results
⟨S²⟩ = 16.432
total charge = +2
2S+1 = 8
strongest force on any atom = 2.5 eV/A
HOMO energy (alpha / beta) = -0.674 / -0.624 Eh
ΔE to the lowest compared entry with this formula, charge and spin = 0.0 kcal per mole

No. 5
# C2H4ClN3O3

A 2-piece molecular cluster, C2H4ClN3O3 overall (ωB97M-V with the def2-TZVPD basis set, OMol25).

Each line ends with the Löwdin charge.
CARTESIAN COORDINATES (ANGSTROEM)
C: -1.044 0.713 -0.645  -0.37
C: 0.247 -0.342 0.624  -0.73
N: -0.271 1.708 -0.915  0.18
N: -0.378 -1.535 1.139  0.02
N: 1.310 -0.630 -0.240  -0.41
O: 1.362 -1.798 -0.660  0.08
O: -2.222 0.495 -0.754  0.11
O: 1.999 0.289 -0.622  0.04
Cl: 0.600 0.676 2.020  0.72
H: 0.700 1.418 -0.757  0.06
H: -0.508 2.517 -1.393  0.11
H: -0.647 -2.134 0.372  0.08
H: -1.149 -1.377 1.830  0.11

Results
strongest force on any atom = 5.0 eV/A
HOMO energy = -0.339 Eh
ΔE to the lowest compared entry with this formula, charge and spin = 45.7 kcal per mole

No. 6
# C32H41HgN8O2P

C32H41HgN8O2P as an isolated structure (ωB97M-V with the def2-TZVPD basis set, OMol25).

Each line ends with the Löwdin charge.
CARTESIAN COORDINATES (ANGSTROEM)
Hg: 0.391 0.159 -0.031  1.06
C: 1.145 -4.168 -0.365  -0.04
C: 0.375 -2.872 -0.532  -0.50
O: 0.472 -2.062 0.467  -0.24
C: -0.352 -2.693 -1.697  -0.05
C: -1.089 -1.540 -2.139  -0.34
C: -2.014 -1.705 -3.316  -0.04
N: -0.973 -0.382 -1.564  -0.11
N: -1.772 0.668 -1.979  0.04
C: -1.632 1.774 -1.275  -0.50
O: -0.779 2.008 -0.336  -0.21
C: -2.643 2.833 -1.559  -0.15
C: -3.606 2.689 -2.556  -0.04
C: -4.620 3.621 -2.697  -0.10
C: -4.684 4.719 -1.846  -0.11
C: -3.721 4.878 -0.861  -0.10
C: -2.707 3.943 -0.720  -0.03
H: 2.187 -3.917 -0.162  0.08
H: 1.094 -4.788 -1.258  0.07
H: 0.765 -4.732 0.490  0.07
H: -0.406 -3.544 -2.363  0.08
H: -1.661 -2.495 -3.977  0.07
H: -2.092 -0.764 -3.855  0.06
H: -3.011 -1.969 -2.957  0.08
H: -3.556 1.820 -3.198  0.10
H: -5.376 3.489 -3.461  0.09
H: -5.494 5.433 -1.940  0.09
H: -3.765 5.732 -0.195  0.09
H: -1.957 4.037 0.055  0.11
N: 10.658 3.567 1.516  0.08
C: 9.650 3.118 1.153  -0.28
C: 8.435 2.572 0.715  -0.29
C: 8.354 1.823 -0.496  -0.08
C: 7.173 1.287 -0.920  -0.06
C: 5.978 1.456 -0.172  -0.22
C: 6.055 2.204 1.035  -0.06
C: 7.235 2.741 1.461  -0.08
N: 4.767 0.913 -0.602  -0.03
C: 4.560 0.085 -1.693  -0.06
C: 3.224 -0.202 -1.728  -0.16
N: 2.593 0.421 -0.698  -0.06
C: 3.544 1.084 -0.036  -0.16
H: 9.253 1.686 -1.083  0.10
H: 7.155 0.732 -1.849  0.08
H: 5.166 2.350 1.635  0.07
H: 7.271 3.309 2.383  0.10
H: 5.354 -0.240 -2.336  0.10
H: 2.688 -0.816 -2.434  0.10
H: 3.352 1.706 0.819  0.09
C: 1.608 2.105 3.404  -0.27
P: 0.661 0.778 2.555  0.81
C: -0.985 1.042 3.308  -0.27
C: 1.257 -0.700 3.458  -0.27
H: 1.452 2.037 4.482  0.04
H: 1.262 3.073 3.041  0.04
H: 2.671 2.006 3.183  0.02
H: -0.926 0.993 4.398  0.04
H: -1.674 0.290 2.924  0.01
H: -1.352 2.023 3.002  0.04
H: 1.058 -0.618 4.528  0.04
H: 2.327 -0.813 3.284  0.05
H: 0.762 -1.580 3.045  0.01
C: -3.114 -3.473 3.892  -0.17
C: -1.780 -2.936 3.400  -0.21
N: -1.977 -2.355 2.093  0.07
C: -3.046 -1.528 1.812  -0.40
N: -2.909 -0.663 0.884  0.10
C: -4.065 0.062 0.392  -0.23
C: -5.397 -0.558 0.805  -0.17
C: -5.333 -0.898 2.284  -0.18
N: -4.227 -1.807 2.512  -0.06
C: -4.121 -2.334 3.859  -0.18
H: -3.027 -3.887 4.897  0.11
H: -3.456 -4.255 3.211  0.12
H: -1.043 -3.736 3.315  0.12
H: -1.395 -2.203 4.129  0.10
H: -1.152 -2.132 1.538  0.08
H: -3.984 0.101 -0.694  0.09
H: -4.012 1.096 0.755  0.11
H: -5.574 -1.476 0.238  0.11
H: -6.212 0.139 0.601  0.11
H: -6.247 -1.400 2.613  0.11
H: -5.226 0.028 2.872  0.13
H: -5.112 -2.684 4.161  0.12
H: -3.818 -1.550 4.575  0.12

Results
⟨S²⟩ = 0.772
total charge = -1
2S+1 = 2
strongest force on any atom = 2.0 eV/A
HOMO energy (alpha / beta) = -0.060 / -0.168 Eh
ΔE to the lowest compared entry with this formula, charge and spin = 12.9 kcal per mole

No. 7
# C8H17ClHgO12

C8H17ClHgO12 as an isolated structure (ωB97M-V with the def2-TZVPD basis set, OMol25).

Each line ends with the Löwdin charge.
CARTESIAN COORDINATES (ANGSTROEM)
Hg: -0.305 0.034 0.501  1.27
Cl: -2.464 3.480 0.233  0.61
O: -2.953 3.681 -1.088  -0.37
O: -2.013 2.104 0.388  -0.43
O: -1.355 4.324 0.571  -0.35
O: -3.563 3.733 1.132  -0.39
C: 2.320 -3.761 -0.737  -0.05
C: 2.117 -2.281 -0.388  -0.75
O: 0.988 -1.978 0.133  -0.15
O: 2.948 -1.462 -0.790  -0.02
H: 2.535 -3.795 -1.803  0.06
H: 1.430 -4.335 -0.470  0.05
H: 3.136 -4.199 -0.158  0.05
C: 0.527 2.780 -2.871  -0.03
C: 1.526 2.087 -1.903  -0.74
O: 2.735 2.278 -2.120  -0.06
O: 1.012 1.363 -1.011  -0.13
H: 0.904 3.641 -3.428  0.05
H: -0.381 3.136 -2.376  0.05
H: 0.236 2.016 -3.601  0.05
C: 1.555 0.932 4.230  -0.02
C: 1.043 0.465 2.882  -0.73
O: 1.602 0.840 1.839  -0.04
O: 0.022 -0.302 2.797  -0.13
H: 1.605 2.012 4.120  0.08
H: 2.494 0.413 4.422  0.07
H: 0.895 0.630 5.043  0.06
C: -0.301 -0.980 -2.659  -0.15
O: -1.180 -0.414 -1.707  -0.17
H: -0.479 -0.572 -3.660  0.08
H: 0.747 -0.755 -2.465  0.08
H: -0.389 -2.071 -2.674  0.08
H: -2.084 -0.478 -2.017  0.09
C: -2.367 -2.357 1.805  -0.14
O: -2.312 -1.197 0.994  -0.18
H: -2.936 -2.205 2.729  0.08
H: -2.714 -3.212 1.219  0.08
H: -1.369 -2.575 2.187  0.08
H: -3.212 -1.021 0.701  0.09

Results
total charge = -2
strongest force on any atom = 2.3 eV/A
HOMO energy = -0.070 Eh
ΔE to the lowest compared entry with this formula, charge and spin = 13.8 kcal per mole